{"formula": "C18H44N8O7P4", "method": "ωB97M-V/def2-TZVPD", "orbital_gap_ev": 6.82, "multiplicity": 1, "smiles": "O=C(O)N(PP(=O)(O)O)c1ccccn1.CN(C)P(=O)(N(C)C)N(C)C.CN(C)P(=O)(N(C)C)N(C)C", "relative_energy_kj_mol": 247.2, "species": ["O", "C", "O", "N", "P", "P", "O", "O", "O", "C", "C", "C", "C", "C", "N", "H", "H", "H", "H", "H", "H", "H", "H", "O", "P", "N", "C", "C", "N", "C", "C", "N", "C", "C", "H", "H", "H", "H", "H", "H", "H", "H", "H", "H", "H", "H", "H", "H", "H", "H", "H", "H", "O", "P", "N", "C", "C", "N", "C", "C", "N", "C", "C", "H", "H", "H", "H", "H", "H", "H", "H", "H", "H", "H", "H", "H", "H", "H", "H", "H", "H"], "xyz": [[-1.97, -1.67, 1.53], [-0.82, -1.88, 1.28], [-0.44, -3.20, 1.05], [0.07, -0.73, 1.18], [0.69, -0.51, -0.46], [1.61, 1.49, -0.37], [0.48, 2.40, -0.04], [2.73, 1.64, 0.85], [2.39, 1.88, -1.78], [1.17, -0.82, 2.19], [2.18, -1.86, 1.97], [3.28, -1.92, 2.95], [3.27, -0.92, 4.03], [2.16, 0.01, 4.06], [1.13, 0.09, 3.17], [0.16, -3.52, 1.75], [1.71, -1.46, -0.76], [3.38, 0.91, 0.82], [1.80, 1.56, -2.49], [2.17, -2.58, 1.13], [4.11, -2.66, 2.88], [4.07, -0.89, 4.81], [2.15, 0.75, 4.90], [-5.11, -3.02, 7.05], [-4.59, -1.80, 6.28], [-5.12, -0.65, 7.42], [-6.38, 0.05, 7.51], [-4.42, -0.64, 8.70], [-5.63, -2.06, 4.93], [-6.73, -1.22, 4.52], [-5.99, -3.45, 4.65], [-3.85, -0.51, 5.37], [-3.93, 0.92, 5.58], [-3.31, -0.84, 4.05], [-6.21, 1.07, 7.87], [-7.09, -0.45, 8.18], [-6.87, 0.20, 6.55], [-3.41, -0.22, 8.57], [-4.31, -1.65, 9.11], [-4.92, -0.04, 9.45], [-7.61, -1.34, 5.17], [-7.05, -1.47, 3.50], [-6.45, -0.17, 4.47], [-6.80, -3.80, 5.30], [-5.13, -4.11, 4.79], [-6.32, -3.58, 3.61], [-4.90, 1.33, 5.28], [-3.16, 1.45, 5.00], [-3.72, 1.20, 6.62], [-4.04, -0.61, 3.26], [-3.06, -1.90, 3.99], [-2.40, -0.28, 3.84], [3.20, 0.16, -5.18], [3.09, 1.15, -6.34], [3.42, 0.00, -7.56], [4.69, -0.41, -8.13], [2.38, -1.00, -7.79], [4.44, 2.09, -5.82], [5.72, 2.21, -6.49], [4.67, 2.13, -4.37], [2.83, 2.34, -7.59], [3.04, 2.23, -9.02], [2.67, 3.73, -7.16], [4.56, -0.62, -9.20], [5.09, -1.30, -7.64], [5.45, 0.36, -8.11], [1.52, -0.54, -8.30], [2.03, -1.44, -6.85], [2.72, -1.82, -8.42], [6.34, 1.32, -6.36], [6.28, 3.06, -6.08], [5.61, 2.44, -7.55], [5.20, 1.23, -4.02], [3.73, 2.20, -3.83], [5.26, 3.00, -4.09], [4.10, 2.25, -9.28], [2.56, 3.06, -9.55], [2.58, 1.34, -9.44], [3.61, 4.28, -7.21], [2.30, 3.78, -6.14], [1.93, 4.25, -7.78]], "mulliken_charge": [-0.44, 0.30, -0.44, 0.32, -0.10, 0.83, -0.66, -0.50, -0.27, 0.35, -0.27, -0.65, -0.38, -0.27, -0.40, 0.38, 0.06, 0.31, 0.27, 0.44, 0.37, 0.37, 0.37, -0.86, 0.93, 0.23, -1.11, -1.19, 0.29, -1.24, -1.07, 0.04, -0.87, -1.13, 0.40, 0.32, 0.35, 0.34, 0.31, 0.39, 0.35, 0.41, 0.26, 0.31, 0.32, 0.34, 0.25, 0.36, 0.25, 0.26, 0.32, 0.43, -0.87, 0.85, 0.28, -1.10, -1.16, 0.28, -1.20, -0.91, -0.05, -0.81, -0.99, 0.40, 0.31, 0.34, 0.34, 0.29, 0.40, 0.34, 0.40, 0.27, 0.28, 0.18, 0.35, 0.23, 0.36, 0.24, 0.30, 0.30, 0.38]}

---

{"formula": "C30H48P2ReS", "method": "ωB97M-V/def2-TZVPD", "orbital_gap_ev": [4.90, 4.46], "multiplicity": 4, "relative_energy_kj_mol": 223.0, "total_charge": 2, "species": ["Re", "C", "C", "C", "C", "C", "C", "H", "H", "H", "C", "H", "H", "H", "C", "H", "H", "H", "C", "H", "H", "H", "C", "H", "H", "H", "C", "C", "C", "C", "C", "C", "C", "C", "H", "H", "H", "H", "H", "H", "H", "H", "H", "H", "H", "H", "P", "P", "C", "C", "H", "H", "H", "H", "C", "H", "H", "H", "C", "H", "H", "H", "C", "H", "H", "H", "C", "H", "H", "H", "S", "C", "C", "C", "C", "C", "C", "H", "H", "H", "H", "H"], "xyz": [[0.55, 1.53, -1.72], [0.63, 0.72, 0.26], [1.88, 1.33, -0.06], [0.22, 2.94, -0.14], [-0.40, 1.71, 0.19], [1.62, 2.71, -0.32], [0.38, -0.64, 0.83], [1.31, -1.23, 0.89], [-0.34, -1.20, 0.21], [-0.06, -0.55, 1.84], [-1.85, 1.44, 0.48], [-2.06, 0.36, 0.50], [-2.52, 1.91, -0.26], [-2.19, 1.83, 1.47], [-0.49, 4.23, -0.32], [-0.29, 4.97, 0.47], [-1.57, 4.06, -0.33], [-0.18, 4.71, -1.27], [2.64, 3.75, -0.66], [2.69, 4.54, 0.10], [2.39, 4.25, -1.61], [3.65, 3.33, -0.76], [3.19, 0.65, 0.06], [3.70, 0.93, 0.99], [3.88, 0.90, -0.76], [3.05, -0.43, 0.09], [-1.38, -3.04, -1.16], [-0.09, -3.39, -1.06], [1.11, -3.16, -1.95], [0.82, -2.43, -3.30], [0.30, -1.01, -3.30], [-0.89, -0.50, -2.86], [-2.20, -1.14, -2.56], [-2.12, -2.69, -2.42], [1.53, -4.14, -2.23], [0.12, -3.05, -3.88], [1.88, -2.61, -1.38], [-1.66, -3.15, -3.32], [-1.92, -2.89, -0.19], [0.12, -4.16, -0.29], [-3.14, -3.08, -2.39], [-2.59, -0.74, -1.61], [-1.03, 0.55, -3.20], [-2.94, -0.81, -3.32], [1.75, -2.43, -3.89], [0.86, -0.34, -3.98], [-0.59, -1.77, -5.73], [0.06, 1.63, -5.34], [-0.20, -0.60, -7.17], [-0.52, 0.86, -7.03], [-0.69, -1.03, -8.06], [0.88, -0.74, -7.29], [-0.01, 1.44, -7.81], [-1.59, 1.05, -7.11], [-0.79, 3.23, -5.64], [-0.37, 3.94, -4.93], [-1.86, 3.08, -5.42], [-0.68, 3.62, -6.67], [1.80, 2.10, -5.76], [1.96, 2.41, -6.79], [2.47, 1.26, -5.52], [2.05, 2.92, -5.08], [-2.31, -2.39, -5.98], [-2.61, -3.03, -5.15], [-2.36, -2.98, -6.91], [-3.04, -1.57, -6.01], [0.33, -3.25, -6.35], [1.28, -2.95, -6.81], [-0.29, -3.80, -7.08], [0.58, -3.94, -5.53], [-3.92, -2.66, 1.91], [-3.33, -3.46, 3.24], [-2.78, -2.73, 4.35], [-2.23, -3.41, 5.42], [-2.20, -4.80, 5.44], [-2.78, -5.53, 4.41], [-3.35, -4.89, 3.31], [-2.83, -1.62, 4.28], [-1.80, -2.81, 6.26], [-1.74, -5.33, 6.30], [-2.79, -6.62, 4.43], [-3.82, -5.41, 2.50]], "mulliken_spin": [1.87, 0.08, -0.15, 0.05, -0.09, 0.15, 0.02, 0.00, 0.01, -0.01, -0.07, 0.01, 0.00, 0.00, 0.01, 0.01, 0.00, -0.02, -0.07, 0.00, 0.01, 0.00, -0.01, 0.00, 0.00, 0.00, 0.02, 0.00, 0.00, 0.00, -0.11, 0.22, 0.00, 0.00, 0.00, 0.00, 0.00, 0.00, 0.02, 0.00, 0.00, 0.00, -0.03, 0.00, 0.00, -0.02, 0.05, 0.04, 0.00, 0.00, 0.00, 0.00, 0.00, 0.00, 0.01, 0.00, 0.00, 0.00, -0.01, 0.00, 0.00, 0.00, 0.00, 0.00, 0.00, 0.00, 0.00, 0.00, 0.00, 0.00, 0.67, -0.03, 0.15, -0.07, 0.19, -0.07, 0.15, 0.00, 0.00, 0.01, 0.00, 0.00]}

---

{"formula": "C6H33NO13", "method": "ωB97M-V/def2-TZVPD", "orbital_gap_ev": 8.13, "multiplicity": 1, "relative_energy_kj_mol": 131.1, "species": ["C", "C", "N", "C", "C", "C", "C", "H", "H", "H", "H", "H", "H", "H", "H", "H", "O", "H", "H", "O", "H", "H", "O", "H", "H", "O", "H", "H", "O", "H", "H", "O", "H", "H", "O", "H", "H", "O", "H", "H", "O", "H", "H", "O", "H", "H", "O", "H", "H", "O", "H", "H", "O"], "xyz": [[2.48, 1.17, -0.56], [1.24, 1.81, -0.65], [0.31, 0.93, -0.32], [0.81, -0.34, -0.02], [2.20, -0.22, -0.15], [0.45, -2.77, 0.31], [-0.06, -1.55, 0.10], [3.47, 1.43, -0.85], [1.09, 2.82, -1.03], [-0.66, 1.22, -0.07], [2.94, -1.02, -0.22], [1.55, -2.84, 0.18], [-0.07, -3.70, 0.45], [-1.11, -1.33, 0.18], [2.73, 0.16, 2.40], [4.24, 0.48, 2.35], [3.59, -0.12, 2.73], [-4.27, 1.83, -2.53], [-2.73, 1.27, -2.33], [-3.44, 1.85, -2.05], [-1.38, 3.86, -2.00], [-1.74, 4.06, -0.67], [-0.91, 3.88, -1.15], [3.28, 4.04, 1.46], [1.87, 4.19, 1.12], [2.41, 3.92, 1.88], [-2.95, -4.11, 1.10], [-2.36, -4.84, -0.13], [-2.81, -4.03, 0.15], [-3.08, 1.14, 1.58], [-3.60, 0.72, 0.12], [-3.74, 0.65, 1.06], [1.71, 2.30, 3.39], [1.57, 1.69, 2.08], [1.13, 1.67, 2.94], [0.11, -2.87, 3.79], [-0.61, -2.53, 2.52], [-0.25, -3.29, 3.00], [3.41, 1.03, -3.78], [2.35, 0.52, -2.64], [2.75, 0.40, -3.51], [-3.81, -1.06, 0.11], [-3.50, -2.50, -0.52], [-3.67, -1.56, -0.71], [-0.50, 1.75, 2.34], [-0.93, 0.27, 2.37], [-1.28, 1.16, 2.26], [-2.93, -1.83, -4.31], [-2.97, -1.39, -2.83], [-2.56, -1.20, -3.69], [2.91, -1.93, -2.10], [3.88, -2.94, -1.84], [3.44, -2.23, -1.33]], "nbo_charge": [-0.38, -0.08, -0.51, 0.06, -0.31, -0.36, -0.27, 0.22, 0.24, 0.44, 0.27, 0.21, 0.21, 0.22, 0.48, 0.46, -0.94, 0.49, 0.50, -0.99, 0.48, 0.48, -0.95, 0.47, 0.48, -0.95, 0.49, 0.49, -0.96, 0.51, 0.49, -1.00, 0.50, 0.49, -0.96, 0.47, 0.47, -0.94, 0.48, 0.50, -0.98, 0.50, 0.50, -1.02, 0.51, 0.48, -0.99, 0.47, 0.49, -0.97, 0.49, 0.47, -0.94]}

---

{"formula": "C25H23Br2N4O4STc", "method": "ωB97M-V/def2-TZVPD", "orbital_gap_ev": [6.73, 7.05], "multiplicity": 2, "relative_energy_kj_mol": 0.0, "total_charge": 1, "species": ["Tc", "N", "C", "O", "C", "C", "H", "H", "H", "H", "H", "H", "C", "C", "C", "C", "C", "C", "C", "S", "O", "O", "N", "C", "C", "C", "C", "C", "N", "H", "H", "H", "H", "H", "H", "H", "H", "H", "H", "H", "C", "C", "C", "C", "C", "C", "Br", "C", "C", "Br", "C", "O", "C", "N", "H", "H", "H", "H", "H", "H"], "xyz": [[-0.79, 0.19, -0.44], [-1.34, 0.06, 3.67], [-0.85, 0.01, 2.45], [-1.61, -0.24, 1.47], [0.59, 0.27, 2.16], [0.86, -0.27, 0.76], [-2.34, -0.03, 3.81], [-0.76, 0.29, 4.45], [1.23, -0.17, 2.94], [0.73, 1.36, 2.20], [0.97, -1.36, 0.77], [1.74, 0.17, 0.30], [1.21, 5.85, -4.95], [0.65, 5.26, -3.68], [1.50, 4.96, -2.62], [1.02, 4.39, -1.45], [-0.34, 4.14, -1.34], [-1.21, 4.43, -2.38], [-0.71, 4.98, -3.55], [-0.96, 3.51, 0.17], [0.17, 3.24, 1.02], [-2.03, 4.35, 0.61], [-1.59, 2.03, -0.15], [-2.87, 1.77, -0.64], [-4.02, 2.56, -0.70], [-5.16, 1.97, -1.21], [-5.16, 0.63, -1.63], [-4.00, -0.08, -1.51], [-2.88, 0.48, -1.04], [1.80, 5.12, -5.50], [1.85, 6.70, -4.73], [0.41, 6.19, -5.61], [2.56, 5.17, -2.71], [1.68, 4.16, -0.63], [-2.28, 4.26, -2.29], [-1.38, 5.22, -4.36], [-4.00, 3.58, -0.36], [-6.07, 2.56, -1.28], [-6.05, 0.17, -2.02], [-3.93, -1.12, -1.81], [-1.61, -3.21, 0.14], [-0.90, -2.94, -1.14], [-0.64, -4.03, -2.01], [0.04, -3.84, -3.18], [0.46, -2.54, -3.54], [1.16, -2.19, -4.73], [1.61, -3.52, -5.99], [1.50, -0.89, -4.98], [1.16, 0.13, -4.06], [1.61, 1.91, -4.43], [0.49, -0.17, -2.91], [0.11, 0.76, -2.01], [0.16, -1.51, -2.65], [-0.50, -1.72, -1.46], [-2.50, -3.82, -0.05], [-1.91, -2.31, 0.66], [-0.97, -3.80, 0.80], [-0.98, -5.01, -1.72], [0.24, -4.67, -3.84], [2.03, -0.63, -5.88]], "nbo_charge": [1.30, -0.74, 0.73, -0.64, -0.55, -0.57, 0.42, 0.42, 0.24, 0.30, 0.21, 0.25, -0.64, 0.02, -0.22, -0.15, -0.39, -0.12, -0.22, 2.36, -0.96, -0.93, -0.88, 0.42, -0.29, -0.10, -0.28, 0.09, -0.51, 0.22, 0.23, 0.22, 0.22, 0.25, 0.22, 0.22, 0.27, 0.24, 0.24, 0.21, -0.67, 0.30, -0.25, -0.09, -0.12, -0.05, 0.11, -0.23, -0.12, 0.14, 0.29, -0.58, 0.12, -0.45, 0.24, 0.24, 0.25, 0.24, 0.25, 0.26]}